126
Properties=species:S:1:pos:R:3 method="wB97M-V/def2-TZVPD" energy_ha=-4891.97565 lumo_energy_ev=-1.41 gap_ev=7.70
C 3.98722 0.87226 1.22601
C 3.27424 0.10373 0.34902
Si 1.56919 0.47178 -0.18055
O 0.51767 0.53881 1.07657
Si 0.25811 1.97543 1.91073
I -0.99669 3.66327 0.63218
C -0.85168 1.52085 3.39598
O -2.13574 2.09532 3.24726
C -3.17163 1.16706 2.99599
O 1.67166 2.62387 2.44432
C 1.51760 3.68981 3.38863
C 2.47478 4.83025 3.13827
C 3.91146 4.36583 2.96420
C 2.41864 5.79828 4.34412
C 2.26843 7.25710 3.88223
C 0.78600 7.71365 3.91089
C 3.13832 8.21835 4.67905
N 1.58768 1.92739 -1.21738
C 0.71500 1.83719 -2.30102
O -0.47534 1.60818 -2.22042
F 1.27080 2.03323 -3.49053
C 2.89637 2.37130 -1.58341
O 3.67292 1.86282 -2.33493
F 3.20703 3.48237 -0.92215
S 0.97765 -1.33301 -1.32847
O 1.27026 -1.21659 -2.73057
O 1.73984 -2.39967 -0.72128
C -0.80504 -1.80880 -1.00704
F -0.85570 -2.32030 0.21678
F -1.08822 -2.79844 -1.84321
F -1.65156 -0.81443 -1.11650
H 4.33748 1.87884 1.03132
H 4.20575 0.46833 2.21063
H 3.77783 -0.77540 -0.04338
H -0.41718 1.84830 4.33928
H -0.89633 0.43290 3.44326
H -2.82524 0.23939 2.53973
H -3.72971 0.93943 3.88924
H -3.86748 1.61077 2.29725
H 0.49443 4.05379 3.47930
H 1.76363 3.27888 4.37133
H 2.11574 5.38170 2.27185
H 4.03556 3.85049 2.01754
H 4.56645 5.23058 2.96694
H 4.20744 3.73175 3.79435
H 1.58559 5.54910 5.00061
H 3.31928 5.70928 4.94328
H 2.58475 7.34204 2.84613
H 0.40174 7.71323 2.89577
H 0.20442 7.03893 4.52334
H 0.70433 8.73379 4.27069
H 2.81329 8.31216 5.71048
H 3.13730 9.19042 4.19659
H 4.17931 7.90302 4.69403
F -2.38542 -7.91352 -5.28062
C -1.33995 -7.36744 -4.62876
C -0.13552 -8.04146 -4.60818
C 0.94015 -7.47408 -3.94045
C 0.79625 -6.25179 -3.29838
C -0.42455 -5.59159 -3.32752
C -1.50233 -6.14893 -4.00086
H -0.04629 -8.99640 -5.10884
H 1.89188 -7.98745 -3.92153
H 1.63574 -5.81297 -2.77539
H -0.53721 -4.64368 -2.82547
H -2.46013 -5.64704 -4.04244
F 4.80605 -3.13538 3.49642
C 5.37646 -3.49437 2.32705
C 6.69696 -3.89629 2.31566
C 7.27831 -4.26894 1.11259
C 6.54030 -4.22672 -0.06171
C 5.21523 -3.81627 -0.03286
C 4.62486 -3.45289 1.16795
H 7.25916 -3.91542 3.23995
H 8.31013 -4.59211 1.09274
H 6.99823 -4.51393 -0.99864
H 4.63658 -3.77789 -0.94654
H 3.58965 -3.13880 1.20647
F 2.49176 -5.50504 5.60377
C 1.85006 -5.68407 4.43211
C 0.94897 -6.72307 4.31136
C 0.28685 -6.90090 3.10474
C 0.53866 -6.04901 2.03743
C 1.45178 -5.01298 2.17782
C 2.11014 -4.82479 3.38465
H 0.77164 -7.38060 5.15208
H -0.42685 -7.70649 2.99781
H 0.02307 -6.19325 1.09700
H 1.65105 -4.35039 1.34526
H 2.81714 -4.01853 3.51540
F -5.29708 3.76555 -7.05907
C -4.24473 3.18162 -6.45253
C -3.76164 1.98742 -6.94822
C -2.67472 1.39249 -6.32340
C -2.09640 1.98989 -5.21183
C -2.59956 3.18822 -4.72702
C -3.67918 3.79477 -5.35268
H -4.23248 1.53431 -7.81118
H -2.27839 0.46029 -6.70370
H -1.25457 1.51978 -4.72411
H -2.15110 3.65156 -3.85831
H -4.08202 4.73313 -4.99521
F -5.68085 1.84893 3.78842
C -6.07803 2.98831 4.39523
C -6.40335 2.95627 5.73569
C -6.80497 4.12988 6.35609
C -6.88410 5.31010 5.62993
C -6.55607 5.31912 4.28132
C -6.14449 4.15153 3.65637
H -6.34198 2.02412 6.28158
H -7.05687 4.12254 7.40772
H -7.20144 6.22279 6.11596
H -6.62077 6.23725 3.71364
H -5.87642 4.13909 2.60818
F -5.12032 -2.27805 -9.00186
C -4.06224 -2.85692 -8.40090
C -3.57664 -4.04991 -8.89710
C -2.48313 -4.63877 -8.27884
C -1.89829 -4.03659 -7.17299
C -2.40573 -2.84024 -6.68537
C -3.49236 -2.24084 -7.30562
H -4.05063 -4.50676 -9.75559
H -2.08674 -5.56977 -8.66082
H -1.04814 -4.50024 -6.69216
H -1.95405 -2.37118 -5.82051
H -3.89695 -1.30375 -6.94546

116
Properties=species:S:1:pos:R:3 method="wB97M-V/def2-TZVPD" energy_ha=-6340.41314 lumo_energy_ev="-0.44 / -0.37" multiplicity=5 gap_ev="6.95 / 7.17" e_above_lowest_kj_mol=0.00
Mn 0.30626 -1.47037 -0.20086
B 3.19242 -1.91563 1.95157
N 3.34696 -1.88112 0.38355
C 4.54427 -1.97136 -0.21494
C 4.37454 -1.85849 -1.58474
C 3.00221 -1.68855 -1.74128
N 2.39108 -1.69986 -0.55289
N 1.74909 -2.28859 2.43703
C 1.52134 -2.93315 3.59101
C 0.17021 -2.85728 3.88976
C -0.36927 -2.13256 2.82749
N 0.58601 -1.78404 1.96062
H 3.92564 -2.78777 2.36364
H 3.48410 -0.82652 2.39595
H 5.43764 -2.11382 0.37665
H 5.13414 -1.86905 -2.35094
H 2.42831 -1.57548 -2.64808
H 2.33764 -3.38442 4.13615
H -0.34422 -3.25231 4.75256
H -1.39126 -1.83324 2.65704
C -4.43825 2.14896 0.72916
C -4.80097 1.50009 -0.44499
C -4.10281 0.37377 -0.87090
C -3.02965 -0.12521 -0.12865
C -2.66777 0.55760 1.04082
C -3.36324 1.67688 1.47299
Si -2.06973 -1.68083 -0.59350
C -2.62198 -2.36661 -2.27812
C -3.97936 -2.64650 -2.47816
C -4.44373 -3.13675 -3.69101
C -3.55402 -3.38666 -4.72992
C -2.19665 -3.16592 -4.53862
C -1.74273 -2.66226 -3.32419
C -2.83806 -3.01510 0.55014
C -3.52231 -2.70622 1.73193
C -4.08533 -3.70009 2.52719
C -3.98097 -5.03403 2.15451
C -3.31991 -5.36694 0.97741
C -2.75744 -4.36804 0.19047
H -4.98460 3.02567 1.05562
H -5.62729 1.87605 -1.03891
H -4.38815 -0.10463 -1.80233
H -1.79924 0.22850 1.60815
H -3.04932 2.19268 2.37576
H -4.68423 -2.48657 -1.66708
H -5.50165 -3.33255 -3.82624
H -3.91774 -3.76348 -5.67951
H -1.49577 -3.38505 -5.33635
H -0.67604 -2.52991 -3.18274
H -3.64206 -1.66536 2.02224
H -4.61582 -3.43152 3.43563
H -4.42809 -5.80767 2.76970
H -3.24842 -6.40272 0.66464
H -2.26105 -4.64631 -0.73640
C -1.70497 5.57192 3.68987
C -0.79819 4.60234 2.97072
C -0.25224 4.90983 1.73073
C 0.50882 4.00118 1.00312
C 1.01896 4.47943 -0.33588
C 0.74405 2.71012 1.52835
As 1.63561 1.19331 0.57570
N 0.26869 0.45471 -0.49614
C -0.57676 1.11071 -1.42946
C -0.79263 0.51560 -2.67559
C -1.64566 1.05844 -3.62474
C -2.30615 2.25006 -3.36327
C -2.10807 2.85894 -2.13004
C -1.26831 2.29641 -1.17588
C 2.97214 2.20017 -0.49101
C 3.11433 2.32688 -1.87815
C 2.16792 1.72472 -2.88319
C 4.17209 3.08090 -2.39209
C 5.11328 3.69443 -1.58271
C 6.21218 4.55326 -2.15726
C 5.01429 3.48273 -0.21374
C 3.98096 2.74189 0.34168
C 3.99893 2.53768 1.84313
C 0.27769 2.42271 2.82368
C 0.58566 1.15104 3.58871
C -0.49720 3.36413 3.50929
H -1.53270 6.59785 3.35734
H -1.55738 5.52833 4.76950
H -2.75174 5.33096 3.48705
H -0.44030 5.89158 1.30134
H 0.49135 5.38795 -0.63055
H 0.87750 3.73935 -1.11929
H 2.08676 4.70740 -0.29276
H -0.23999 -0.38475 -2.90369
H -1.78461 0.55018 -4.57410
H -2.97129 2.68803 -4.09909
H -2.63921 3.77526 -1.88887
H -1.19638 2.74783 -0.19926
H 1.68613 0.84107 -2.48971
H 2.70871 1.45688 -3.79345
H 1.38423 2.43362 -3.16112
H 4.25325 3.18381 -3.47283
H 6.14087 4.60612 -3.24399
H 7.20056 4.16409 -1.89854
H 6.14867 5.57025 -1.76418
H 5.77181 3.90112 0.44712
H 4.94307 2.88767 2.25909
H 3.88254 1.48311 2.10121
H 3.19325 3.08166 2.33713
H 1.38240 0.56220 3.14209
H -0.30018 0.51844 3.65911
H 0.88031 1.40627 4.60804
H -0.86442 3.10769 4.50205
N 0.24374 -4.97960 1.21188
C 0.50915 -4.63099 -0.02833
O 0.32786 -3.48796 -0.46669
C 1.11985 -5.66087 -0.94143
I -0.23116 -7.28300 -1.29356
H -0.18651 -4.30754 1.83438
H 0.28740 -5.94216 1.49638
H 2.01936 -6.09026 -0.51178
H 1.32898 -5.21478 -1.90435